Entry 1:
{
  "formula": "C23H71O30P7",
  "method": "ωB97M-V/def2-TZVPD",
  "e_above_lowest_kcal_mol": 195.9,
  "smiles": "COP(=O)(OC)OC.COP(=O)(OC)OC.COP(=O)(OC)OC.COP(=O)(OC)OC.COP(=O)(OC)OC.COP(=O)(OC)OC.COP(=O)(OC)OC.CO.CO",
  "homo_ev": -10.2,
  "e_tot_ha": -5565.9501,
  "elements": ["C", "O", "P", "O", "O", "C", "O", "C", "H", "H", "H", "H", "H", "H", "H", "H", "H", "C", "O", "P", "O", "O", "C", "O", "C", "H", "H", "H", "H", "H", "H", "H", "H", "H", "C", "O", "P", "O", "O", "C", "O", "C", "H", "H", "H", "H", "H", "H", "H", "H", "H", "C", "O", "P", "O", "O", "C", "O", "C", "H", "H", "H", "H", "H", "H", "H", "H", "H", "C", "O", "P", "O", "O", "C", "O", "C", "H", "H", "H", "H", "H", "H", "H", "H", "H", "C", "O", "P", "O", "O", "C", "O", "C", "H", "H", "H", "H", "H", "H", "H", "H", "H", "C", "O", "P", "O", "O", "C", "O", "C", "H", "H", "H", "H", "H", "H", "H", "H", "H", "C", "O", "H", "H", "H", "H", "C", "O", "H", "H", "H", "H"],
  "coordinates": [[-11.67, -6.38, 1.83], [-10.64, -5.94, 1.00], [-9.25, -5.24, 1.50], [-9.33, -4.20, 2.52], [-8.43, -6.57, 2.00], [-8.66, -7.18, 3.25], [-8.58, -4.91, 0.02], [-8.74, -5.89, -1.04], [-11.65, -5.59, 2.59], [-11.57, -7.32, 2.37], [-12.58, -6.28, 1.24], [-7.64, -7.48, 3.50], [-9.36, -8.00, 3.35], [-8.98, -6.35, 3.89], [-8.12, -5.65, -1.91], [-9.74, -6.28, -1.23], [-8.27, -6.73, -0.54], [6.97, 0.49, 10.72], [5.54, 0.25, 10.86], [4.83, 0.62, 12.27], [4.89, -0.48, 13.30], [3.25, 1.05, 11.71], [2.32, 1.57, 12.59], [5.48, 2.00, 12.79], [6.11, 2.15, 14.04], [7.50, -0.31, 11.24], [7.33, 1.39, 11.22], [7.38, 0.45, 9.71], [2.14, 2.59, 12.25], [2.47, 1.68, 13.66], [1.42, 0.98, 12.47], [5.58, 1.65, 14.85], [6.29, 3.20, 14.25], [7.10, 1.74, 13.85], [1.38, 2.74, -9.35], [1.37, 1.72, -10.35], [1.23, 0.16, -9.89], [0.00, -0.19, -9.12], [2.63, -0.05, -8.99], [2.68, -1.27, -8.26], [1.51, -0.64, -11.28], [2.54, -0.14, -12.06], [2.04, 3.56, -9.63], [1.43, 2.38, -8.32], [0.49, 3.37, -9.45], [3.33, -1.06, -7.42], [3.17, -1.93, -8.97], [1.71, -1.63, -7.90], [2.87, -0.84, -12.83], [3.37, 0.23, -11.45], [2.29, 0.77, -12.59], [2.79, 9.79, -1.83], [3.64, 9.69, -2.96], [4.34, 8.27, -3.34], [5.21, 7.72, -2.26], [3.20, 7.28, -3.84], [2.70, 6.30, -2.93], [5.21, 8.77, -4.61], [4.54, 9.01, -5.92], [1.84, 9.35, -2.13], [2.66, 10.85, -1.59], [3.14, 9.25, -0.96], [2.91, 6.38, -1.87], [2.78, 5.25, -3.20], [1.62, 6.47, -2.86], [3.47, 9.19, -5.81], [4.66, 8.25, -6.70], [4.79, 9.95, -6.42], [1.06, -0.94, 4.77], [1.23, -1.98, 3.80], [0.45, -1.96, 2.34], [0.75, -3.26, 1.62], [-1.10, -1.55, 2.76], [-1.91, -0.81, 1.86], [0.99, -0.67, 1.50], [2.26, -0.59, 0.93], [0.77, -1.30, 5.76], [0.39, -0.09, 4.62], [2.04, -0.62, 5.11], [-2.93, -1.19, 1.83], [-1.70, -1.01, 0.81], [-1.84, 0.28, 1.92], [2.43, 0.49, 1.01], [2.17, -0.79, -0.13], [3.02, -1.20, 1.42], [-2.30, -8.75, -1.74], [-2.70, -9.78, -2.64], [-1.95, -10.10, -4.03], [-1.92, -9.03, -5.03], [-0.48, -10.66, -3.62], [0.66, -9.78, -3.45], [-2.70, -11.42, -4.68], [-2.77, -12.59, -3.89], [-1.88, -9.10, -0.80], [-3.21, -8.26, -1.37], [-1.73, -8.00, -2.30], [1.12, -9.55, -4.41], [1.37, -10.23, -2.76], [0.37, -8.84, -2.98], [-1.81, -12.62, -3.38], [-2.93, -13.52, -4.43], [-3.43, -12.48, -3.03], [-3.17, 9.10, -5.13], [-4.02, 7.99, -5.20], [-4.96, 7.48, -3.92], [-6.38, 7.22, -4.24], [-4.17, 6.14, -3.53], [-4.35, 4.87, -4.11], [-4.65, 8.50, -2.68], [-5.62, 8.78, -1.65], [-2.99, 9.43, -4.10], [-3.43, 9.97, -5.72], [-2.16, 8.88, -5.49], [-3.85, 4.57, -5.03], [-5.40, 4.65, -4.27], [-3.98, 4.07, -3.47], [-5.17, 9.00, -0.68], [-6.39, 8.02, -1.56], [-6.18, 9.64, -2.02], [7.14, -5.31, 4.47], [7.80, -4.12, 4.79], [6.97, -5.67, 5.48], [6.25, -4.84, 4.06], [7.71, -5.94, 3.78], [8.68, -4.30, 5.13], [5.79, 4.76, 6.67], [5.54, 5.89, 5.85], [6.32, 5.13, 7.55], [4.86, 4.50, 7.17], [6.11, 3.79, 6.29], [4.96, 5.71, 5.11]]
}

Entry 2:
{
  "formula": "C23H74O20",
  "method": "ωB97M-V/def2-TZVPD",
  "homo_ev": -9.5,
  "e_tot_ha": -2425.3002,
  "elements": ["C", "O", "H", "H", "H", "H", "C", "O", "H", "H", "H", "H", "C", "O", "H", "H", "H", "H", "C", "O", "H", "H", "H", "H", "C", "O", "H", "H", "H", "H", "C", "C", "O", "O", "H", "H", "H", "H", "H", "H", "C", "C", "O", "O", "H", "H", "H", "H", "H", "H", "C", "C", "O", "O", "H", "H", "H", "H", "H", "H", "C", "C", "O", "O", "H", "H", "H", "H", "H", "H", "C", "C", "O", "O", "H", "H", "H", "H", "H", "H", "C", "C", "O", "O", "H", "H", "H", "H", "H", "H", "C", "C", "O", "H", "H", "H", "H", "H", "H", "C", "C", "O", "H", "H", "H", "H", "H", "H", "C", "C", "O", "H", "H", "H", "H", "H", "H"],
  "coordinates": [[23.16, -9.86, 6.47], [24.15, -10.65, 7.09], [23.02, -10.18, 5.43], [22.18, -9.93, 6.93], [23.46, -8.82, 6.41], [23.87, -11.57, 6.94], [18.87, -10.28, -0.22], [18.62, -10.66, 1.11], [19.16, -11.14, -0.85], [17.97, -9.90, -0.71], [19.69, -9.58, -0.31], [17.75, -11.11, 1.17], [23.24, -8.19, 3.02], [22.17, -8.16, 3.96], [24.03, -7.53, 3.37], [23.61, -9.22, 2.91], [22.93, -7.83, 2.03], [21.50, -8.77, 3.57], [17.98, -11.70, 7.23], [17.55, -11.86, 8.59], [18.92, -12.18, 6.94], [17.18, -11.98, 6.54], [18.08, -10.61, 7.13], [17.56, -12.82, 8.71], [18.31, -7.80, 3.88], [16.93, -8.11, 3.97], [18.89, -8.38, 4.61], [18.69, -8.07, 2.89], [18.53, -6.73, 3.97], [16.88, -9.07, 3.84], [23.70, -14.20, 7.35], [25.21, -14.07, 7.19], [25.67, -14.43, 5.90], [22.97, -13.26, 6.56], [23.44, -14.04, 8.40], [23.39, -15.21, 7.06], [25.69, -14.70, 7.94], [25.48, -13.03, 7.43], [25.71, -13.62, 5.37], [23.10, -13.56, 5.64], [22.33, -14.88, 3.47], [23.25, -15.93, 2.83], [24.17, -16.41, 3.81], [23.08, -13.74, 3.88], [21.82, -15.37, 4.30], [21.60, -14.58, 2.71], [23.77, -15.43, 2.02], [22.65, -16.78, 2.49], [24.66, -15.62, 4.09], [23.35, -13.20, 3.11], [19.51, -14.27, 1.03], [18.23, -14.48, 0.25], [17.93, -15.83, -0.06], [19.40, -14.71, 2.41], [19.63, -13.18, 1.11], [20.38, -14.77, 0.62], [18.26, -13.88, -0.66], [17.40, -14.09, 0.84], [18.19, -16.45, 0.63], [19.30, -15.67, 2.44], [15.74, -11.93, 3.70], [15.01, -11.47, 2.46], [15.68, -11.83, 1.25], [16.68, -10.98, 4.12], [16.13, -12.94, 3.53], [15.01, -12.09, 4.51], [14.80, -10.39, 2.48], [14.00, -11.90, 2.45], [15.11, -11.59, 0.51], [17.53, -11.43, 4.32], [25.19, -12.39, 1.59], [25.44, -11.24, 2.56], [25.39, -11.67, 3.91], [23.79, -12.59, 1.40], [25.61, -13.33, 1.96], [25.65, -12.18, 0.63], [24.68, -10.49, 2.33], [26.39, -10.76, 2.32], [25.70, -10.92, 4.43], [23.42, -11.96, 0.75], [21.13, -11.40, 3.26], [20.29, -12.05, 4.36], [19.02, -12.48, 3.88], [20.65, -10.13, 2.87], [21.25, -12.03, 2.37], [22.16, -11.34, 3.64], [20.12, -11.35, 5.17], [20.79, -12.88, 4.87], [19.13, -13.24, 3.27], [19.84, -10.28, 2.34], [22.68, -9.13, 0.21], [22.55, -9.87, -1.11], [22.64, -11.28, -0.88], [21.75, -9.16, 0.78], [22.86, -8.07, 0.01], [23.52, -9.48, 0.81], [23.32, -9.54, -1.81], [21.55, -9.70, -1.54], [22.32, -11.82, -1.60], [20.72, -6.83, 0.67], [21.87, -5.85, 0.74], [21.45, -4.64, 0.11], [19.80, -6.48, 1.15], [20.95, -7.78, 1.16], [20.39, -7.06, -0.35], [22.78, -6.26, 0.31], [22.07, -5.62, 1.79], [20.97, -4.09, 0.72], [17.22, -15.23, 5.14], [18.42, -16.03, 5.54], [18.29, -16.42, 6.91], [16.31, -15.84, 5.12], [17.32, -14.71, 4.19], [16.99, -14.36, 5.77], [19.40, -15.58, 5.41], [18.41, -16.91, 4.89], [19.16, -16.46, 7.31]]
}

Entry 3:
{
  "formula": "C23H82N18O16",
  "method": "ωB97M-V/def2-TZVPD",
  "homo_ev": -9.3,
  "e_tot_ha": -3115.2252,
  "elements": ["O", "H", "H", "O", "H", "H", "O", "H", "H", "O", "H", "H", "O", "H", "H", "C", "O", "N", "N", "H", "H", "H", "H", "C", "O", "N", "N", "H", "H", "H", "H", "C", "O", "N", "N", "H", "H", "H", "H", "C", "O", "N", "N", "H", "H", "H", "H", "C", "O", "N", "N", "H", "H", "H", "H", "C", "O", "N", "N", "H", "H", "H", "H", "C", "O", "N", "N", "H", "H", "H", "H", "C", "C", "C", "O", "C", "N", "H", "H", "H", "H", "H", "H", "H", "H", "H", "H", "H", "C", "C", "C", "O", "C", "N", "H", "H", "H", "H", "H", "H", "H", "H", "H", "H", "H", "C", "C", "C", "O", "C", "N", "H", "H", "H", "H", "H", "H", "H", "H", "H", "H", "H", "C", "C", "C", "O", "C", "N", "H", "H", "H", "H", "H", "H", "H", "H", "H", "H", "H"],
  "coordinates": [[7.11, 16.44, 17.42], [7.60, 17.18, 17.02], [7.60, 15.61, 17.32], [13.61, 13.02, 15.44], [14.19, 12.34, 15.77], [13.59, 13.64, 16.20], [14.74, 13.33, 10.32], [15.13, 14.17, 10.19], [13.85, 13.42, 9.94], [13.63, 15.23, 17.31], [14.52, 15.40, 16.96], [13.78, 15.40, 18.29], [11.57, 17.29, 17.46], [11.74, 18.13, 17.87], [12.47, 16.93, 17.40], [9.21, 17.63, 14.58], [8.95, 18.33, 15.49], [9.07, 16.30, 14.64], [9.76, 18.19, 13.40], [9.00, 15.86, 13.71], [8.44, 15.97, 15.30], [10.03, 19.11, 13.45], [10.39, 17.53, 12.96], [12.47, 14.80, 20.40], [13.30, 15.63, 20.00], [12.76, 13.72, 21.19], [11.11, 14.92, 20.18], [13.81, 13.47, 21.25], [12.10, 13.05, 21.53], [10.42, 14.27, 20.50], [10.90, 15.54, 19.40], [14.63, 10.40, 12.51], [14.03, 9.53, 13.21], [15.62, 10.09, 11.57], [14.19, 11.68, 12.53], [15.76, 10.82, 10.88], [15.52, 9.19, 11.12], [13.74, 12.09, 13.41], [14.59, 12.44, 11.98], [11.43, 6.36, 18.55], [10.60, 5.83, 19.28], [11.41, 7.56, 17.92], [12.49, 5.65, 18.10], [10.69, 8.17, 18.14], [12.24, 7.85, 17.42], [12.82, 4.80, 18.52], [13.02, 5.87, 17.19], [6.42, 15.02, 20.30], [6.05, 14.26, 21.18], [7.59, 15.74, 20.31], [5.59, 15.18, 19.23], [7.88, 16.24, 19.51], [7.94, 15.97, 21.25], [5.86, 15.69, 18.44], [4.84, 14.56, 19.17], [9.20, 12.71, 22.19], [10.38, 12.40, 22.42], [8.36, 13.17, 23.15], [8.65, 12.61, 20.96], [8.69, 13.45, 24.07], [7.39, 13.36, 22.91], [9.17, 12.14, 20.23], [7.74, 12.86, 20.82], [7.61, 7.29, 18.28], [6.45, 7.65, 18.03], [8.09, 6.16, 17.64], [8.52, 7.94, 19.04], [7.19, 5.71, 17.37], [8.82, 5.57, 17.97], [8.07, 8.64, 19.63], [9.27, 7.45, 19.51], [15.35, 7.92, 17.67], [14.87, 9.22, 17.03], [15.93, 9.85, 16.22], [15.50, 11.19, 15.88], [16.50, 11.81, 15.17], [13.66, 9.00, 16.32], [14.64, 7.34, 18.29], [16.29, 8.04, 18.24], [15.54, 7.19, 16.84], [14.56, 9.93, 17.83], [16.13, 9.26, 15.35], [16.82, 10.01, 16.84], [16.07, 12.62, 14.63], [16.98, 11.17, 14.41], [17.25, 12.16, 15.86], [13.84, 8.67, 15.38], [13.03, 9.82, 16.22], [8.55, 13.19, 15.16], [8.82, 13.11, 16.67], [9.91, 12.03, 16.91], [10.36, 12.21, 18.27], [11.39, 11.30, 18.50], [9.00, 14.45, 17.28], [9.41, 13.56, 14.65], [7.80, 13.94, 14.90], [8.19, 12.21, 14.86], [8.01, 12.68, 17.20], [10.72, 12.22, 16.29], [9.41, 11.07, 16.82], [11.72, 11.49, 19.49], [12.30, 11.58, 17.94], [11.19, 10.24, 18.33], [8.91, 14.21, 18.29], [9.98, 14.76, 17.14], [12.02, 15.66, 10.06], [11.51, 14.36, 10.60], [10.01, 14.35, 10.69], [9.50, 15.41, 11.46], [8.23, 15.81, 11.14], [12.00, 13.32, 9.75], [13.03, 15.64, 9.87], [11.79, 16.58, 10.69], [11.52, 15.84, 9.07], [11.83, 14.22, 11.64], [9.63, 13.35, 11.05], [9.61, 14.43, 9.69], [7.98, 16.74, 11.74], [7.44, 15.05, 11.34], [8.15, 16.04, 10.11], [11.49, 13.31, 8.89], [11.89, 12.40, 10.13], [9.96, 9.78, 12.41], [10.21, 9.48, 13.91], [8.87, 9.05, 14.59], [8.00, 10.17, 14.65], [6.82, 9.86, 15.33], [11.10, 8.32, 13.94], [10.92, 10.00, 11.91], [9.30, 10.70, 12.25], [9.50, 8.92, 11.92], [10.57, 10.46, 14.40], [9.03, 8.68, 15.63], [8.47, 8.18, 14.06], [6.16, 9.25, 14.66], [6.19, 10.74, 15.57], [7.01, 9.36, 16.28], [11.46, 8.13, 14.91], [12.01, 8.59, 13.52]]
}